## A
The following is a DFT calculation (ωB97M-V/def2-TZVPD) of 2 unconnected molecules or ions with the total composition C4H12.

```
16
Properties=species:S:1:pos:R:3:mulliken_charge:R:1
C -2.882 -1.114 0.104 -0.70
C 2.301 0.979 -0.783 -1.30
C 0.629 0.199 1.000 -0.91
C 0.916 0.346 -0.529 -0.12
H 2.357 1.936 -0.498 0.41
H -2.219 -0.564 0.808 0.05
H -2.249 -1.528 -0.760 0.18
H 2.396 0.839 -1.808 0.37
H 0.807 -0.543 -1.172 0.31
H -3.297 -2.000 0.717 0.25
H 0.923 0.974 1.686 0.36
H 1.172 -0.610 1.418 0.34
H -0.432 0.037 1.188 -0.01
H 0.171 1.041 -0.807 0.25
H 3.115 0.421 -0.280 0.30
H -3.706 -0.413 -0.284 0.23
```

Properties
HOMO-LUMO gap ... 12.2703 eV
E_HOMO ... -11.1 eV
LUMO energy ... 1.15 eV



## B
The following is a DFT calculation (ωB97M-V/def2-TZVPD) of 2 unconnected molecules or ions with the total composition C4H12.

```
16
Properties=species:S:1:pos:R:3:mulliken_charge:R:1
C 2.150 0.487 0.918 -0.88
C 1.415 -0.847 1.000 -0.73
C -1.593 0.909 -0.812 -0.76
C -1.982 -0.553 -1.100 -0.83
H 1.494 1.337 0.804 0.28
H 2.108 -1.669 1.165 0.35
H -2.186 -0.970 -0.123 0.25
H 2.736 0.581 1.826 0.33
H 0.868 -1.151 0.105 0.15
H -1.128 -1.118 -1.470 0.25
H 2.901 0.466 0.123 0.25
H 0.787 -0.860 1.892 0.26
H -0.521 1.042 -0.942 0.15
H -2.142 1.732 -1.292 0.37
H -1.942 1.176 0.182 0.26
H -2.878 -0.682 -1.696 0.31
```

Properties
HOMO-LUMO gap ... 12.5716 eV
E_HOMO ... -11.4 eV
LUMO energy ... 1.17 eV



It is B that is the most stable of them.



## A
The following is a DFT calculation (ωB97M-V/def2-TZVPD) of 2 unconnected molecules or ions with the total composition C4H12.

```
16
Properties=species:S:1:pos:R:3:mulliken_charge:R:1
C 0.425 1.613 -0.273 -0.78
C -0.877 -1.859 0.251 -0.61
C 0.193 -2.290 -0.780 -0.94
C 0.183 2.632 0.838 -0.87
H -1.822 -1.846 -0.279 0.25
H 0.009 -3.321 -1.078 0.35
H 1.181 0.898 0.055 0.25
H 1.116 2.903 1.335 0.27
H 1.192 -2.198 -0.375 0.28
H -0.339 2.122 1.645 0.27
H 0.775 1.980 -1.236 0.38
H -0.453 1.014 -0.536 0.20
H -0.573 -0.880 0.625 0.05
H -0.261 3.537 0.446 0.28
H -0.861 -2.553 1.089 0.33
H 0.112 -1.750 -1.728 0.27
```

Properties
HOMO-LUMO gap ... 12.7416 eV
E_HOMO ... -11.6 eV
LUMO energy ... 1.15 eV



## B
The following is a DFT calculation (ωB97M-V/def2-TZVPD) of 2 unconnected molecules or ions with the total composition C4H12.

```
16
Properties=species:S:1:pos:R:3:mulliken_charge:R:1
C -2.338 -1.453 -0.679 -0.87
C 1.539 1.280 -0.310 -0.74
C -1.073 -1.882 -0.085 -0.25
C 1.868 1.931 1.070 -0.88
H 1.428 1.358 1.880 0.26
H -2.727 -0.561 -0.137 0.25
H 1.326 0.227 -0.551 0.17
H -0.898 -2.917 -0.392 0.28
H 1.381 2.932 1.165 0.25
H 0.709 1.852 -0.784 0.26
H 2.444 1.653 -0.842 0.25
H -2.085 -1.297 -1.786 0.23
H -0.251 -1.156 -0.356 -0.20
H 2.840 1.905 1.231 0.36
H -0.994 -1.813 1.019 0.29
H -3.169 -2.057 -0.443 0.35
```

Properties
HOMO-LUMO gap ... 12.4729 eV
E_HOMO ... -11.4 eV
LUMO energy ... 1.10 eV



## C
The following is a DFT calculation (ωB97M-V/def2-TZVPD) of 2 unconnected molecules or ions with the total composition C4H12.

```
16
Properties=species:S:1:pos:R:3:mulliken_charge:R:1
C -0.012 -0.667 -2.782 -0.75
C 0.509 0.448 3.184 -0.81
C 0.894 0.658 1.696 -0.63
C -1.411 -0.533 -2.127 -0.81
H 0.022 1.300 3.602 0.27
H 0.994 1.710 1.417 0.31
H 1.917 0.363 1.463 0.30
H -2.288 -0.905 -2.673 0.31
H 0.653 -1.370 -2.212 0.26
H -0.054 -0.475 3.301 0.28
H 0.113 0.259 1.051 0.04
H -1.525 0.565 -2.246 0.23
H -0.122 -0.668 -3.862 0.29
H -1.408 -0.781 -1.105 0.25
H 1.469 0.298 3.675 0.24
H 0.424 0.266 -2.368 0.21
```

Properties
HOMO-LUMO gap ... 12.1345 eV
E_HOMO ... -11.1 eV
LUMO energy ... 1.08 eV



## D
The following is a DFT calculation (ωB97M-V/def2-TZVPD) of 2 unconnected molecules or ions with the total composition C4H12.

```
16
Properties=species:S:1:pos:R:3:mulliken_charge:R:1
C -0.851 -2.029 0.116 -0.68
C -1.924 -1.222 -0.532 -0.96
C 0.932 2.160 0.599 -0.86
C 1.810 1.099 -0.012 -0.61
H 0.027 -1.919 -0.464 0.24
H -1.106 -3.170 0.409 0.28
H 2.929 1.176 -0.050 0.33
H 0.712 1.967 1.561 0.34
H -0.677 -1.521 1.111 0.17
H 2.002 1.072 -1.260 0.19
H 1.175 3.207 0.495 0.34
H 1.406 0.179 0.389 0.11
H -2.429 -1.936 -1.078 0.33
H -2.493 -0.594 0.000 0.35
H -1.383 -0.662 -1.276 0.27
H -0.131 2.193 -0.009 0.17
```

Properties
HOMO-LUMO gap ... 11.6145 eV
E_HOMO ... -10.5 eV
LUMO energy ... 1.09 eV



It is A that is the most stable of them.



## A
The following is a DFT calculation (ωB97M-V/def2-TZVPD) of 2 unconnected molecules or ions with the total composition C4H12.

```
16
Properties=species:S:1:pos:R:3:mulliken_charge:R:1
C -0.042 -1.398 1.772 -0.50
C 0.610 1.738 -1.978 -0.82
C -1.341 -0.739 1.335 -0.81
C 0.952 0.383 -1.371 -0.32
H -0.109 -2.481 1.763 0.28
H 1.086 -0.493 -1.991 0.34
H -1.481 0.034 0.590 0.30
H 0.113 0.010 -0.674 -0.29
H 0.194 -0.886 2.871 0.21
H -0.544 1.618 -2.201 0.23
H -1.847 -0.333 2.377 0.21
H -2.188 -1.516 1.166 0.20
H 0.667 2.587 -1.208 0.23
H 1.833 0.399 -0.807 0.35
H 1.334 2.074 -2.758 0.31
H 0.762 -0.994 1.113 0.10
```

Properties
HOMO-LUMO gap ... 11.9057 eV
E_HOMO ... -10.8 eV
LUMO energy ... 1.09 eV



## B
The following is a DFT calculation (ωB97M-V/def2-TZVPD) of 2 unconnected molecules or ions with the total composition C4H12.

```
16
Properties=species:S:1:pos:R:3:mulliken_charge:R:1
C -0.017 -2.019 -2.510 -0.94
C 0.028 0.996 1.556 -0.81
C 0.217 -0.643 -1.874 -0.63
C -0.222 1.704 2.890 -0.97
H 0.268 2.673 2.794 0.28
H -0.440 1.518 0.742 0.30
H -0.820 -1.985 -3.253 0.27
H -0.399 -0.007 1.518 0.31
H -0.555 -0.391 -1.152 0.18
H 1.086 0.873 1.356 0.31
H 0.268 0.143 -2.633 0.30
H 0.081 1.138 3.772 0.30
H 1.227 -0.707 -1.468 0.24
H -0.304 -2.766 -1.767 0.30
H 0.875 -2.376 -3.023 0.29
H -1.293 1.848 3.050 0.29
```

Properties
HOMO-LUMO gap ... 12.8847 eV
E_HOMO ... -11.7 eV
LUMO energy ... 1.15 eV



## C
The following is a DFT calculation (ωB97M-V/def2-TZVPD) of 2 unconnected molecules or ions with the total composition C4H12.

```
16
Properties=species:S:1:pos:R:3:mulliken_charge:R:1
C -0.807 -1.109 0.348 -0.63
C 0.580 1.848 -0.694 -0.86
C -1.750 -1.822 1.276 -0.99
C 1.892 1.066 -0.840 -0.87
H 0.170 1.851 0.305 0.31
H -2.561 -1.159 1.585 0.28
H 0.711 2.855 -1.096 0.33
H 1.848 0.209 -1.510 0.26
H 2.272 0.732 0.124 0.26
H 0.017 -0.604 0.858 0.18
H -1.284 -2.145 2.208 0.29
H -2.224 -2.713 0.857 0.28
H -1.313 -0.427 -0.329 0.24
H -0.093 1.481 -1.473 0.23
H -0.156 -1.707 -0.310 0.34
H 2.696 1.644 -1.309 0.35
```

Properties
HOMO-LUMO gap ... 12.4812 eV
E_HOMO ... -11.3 eV
LUMO energy ... 1.17 eV



## D
The following is a DFT calculation (ωB97M-V/def2-TZVPD) of 2 unconnected molecules or ions with the total composition C4H12.

```
16
Properties=species:S:1:pos:R:3:mulliken_charge:R:1
C 0.430 -0.426 -2.681 -0.83
C 1.321 -0.819 -1.479 -0.71
C -1.144 0.062 2.479 -0.89
C -0.584 1.172 1.692 -0.56
H 0.748 -0.951 -0.563 0.16
H 0.719 -0.653 -3.707 0.35
H -1.977 0.281 3.136 0.33
H 0.327 0.657 -2.751 0.25
H -1.577 -0.737 1.765 0.22
H -0.173 0.835 0.736 0.02
H -1.199 2.043 1.473 0.30
H 1.865 -1.697 -1.807 0.30
H -0.568 -0.803 -2.415 0.24
H 0.138 1.785 2.280 0.25
H 2.004 -0.010 -1.169 0.24
H -0.527 -0.728 2.885 0.32
```

Properties
HOMO-LUMO gap ... 11.9182 eV
E_HOMO ... -10.9 eV
LUMO energy ... 1.06 eV



It is B that is the most stable of them.



## A
The following is a DFT calculation (ωB97M-V/def2-TZVPD) of 2 unconnected molecules or ions with the total composition C4H12.

```
16
Properties=species:S:1:pos:R:3:mulliken_charge:R:1
C 2.138 -0.296 -1.797 -0.75
C -2.777 -0.258 0.582 -0.75
C -2.237 -0.098 2.010 -0.73
C 2.848 0.641 -0.808 -0.72
H -2.705 0.681 2.599 0.28
H 2.251 0.725 0.098 0.20
H 1.248 -0.709 -1.338 0.20
H 3.829 0.300 -0.515 0.27
H -3.273 -1.212 0.423 0.27
H 1.945 0.164 -2.759 0.28
H -3.518 0.487 0.318 0.27
H -1.177 0.147 1.980 0.20
H -2.000 -0.123 -0.171 0.20
H 2.878 1.644 -1.214 0.25
H 2.740 -1.186 -2.037 0.27
H -2.327 -1.032 2.545 0.26
```

Properties
HOMO-LUMO gap ... 12.8617 eV
E_HOMO ... -11.8 eV
LUMO energy ... 1.06 eV



## B
The following is a DFT calculation (ωB97M-V/def2-TZVPD) of 2 unconnected molecules or ions with the total composition C4H12.

```
16
Properties=species:S:1:pos:R:3:mulliken_charge:R:1
C 0.346 -1.712 1.622 -0.77
C -0.100 1.385 -1.661 -0.61
C -1.368 0.921 -2.304 -0.75
C 0.978 -0.569 2.393 -0.66
H 1.651 -0.737 3.394 0.27
H 1.660 -0.004 1.676 0.20
H -1.547 1.564 -3.194 0.27
H -0.053 2.355 -1.255 0.35
H -2.235 0.958 -1.657 0.28
H 0.777 1.313 -2.351 0.26
H -0.761 -1.910 1.817 0.25
H 0.563 -1.649 0.514 0.22
H -1.230 -0.143 -2.890 0.21
H 0.266 0.705 -0.745 -0.01
H 0.135 0.103 2.749 0.20
H 0.916 -2.580 1.893 0.27
```

Properties
HOMO-LUMO gap ... 12.2904 eV
E_HOMO ... -11.2 eV
LUMO energy ... 1.10 eV



## C
The following is a DFT calculation (ωB97M-V/def2-TZVPD) of 2 unconnected molecules or ions with the total composition C4H12.

```
16
Properties=species:S:1:pos:R:3:mulliken_charge:R:1
C -0.754 -2.198 1.282 -0.86
C 0.150 -1.686 0.104 -0.63
C -0.484 1.853 -0.816 -0.51
C 1.067 2.174 -0.561 -0.90
H -0.476 -1.794 -0.800 0.27
H -1.797 -1.846 1.203 0.26
H 1.003 -2.412 -0.082 0.33
H 0.570 -0.749 0.154 0.04
H 1.679 1.281 -0.827 0.23
H -0.730 0.751 -0.484 0.02
H -0.679 1.870 -1.874 0.25
H 1.553 2.949 -1.066 0.38
H -0.676 -3.316 1.292 0.25
H 1.273 2.392 0.521 0.25
H -1.109 2.565 -0.318 0.29
H -0.589 -1.834 2.271 0.33
```

Properties
HOMO-LUMO gap ... 12.6999 eV
E_HOMO ... -11.6 eV
LUMO energy ... 1.13 eV



## D
The following is a DFT calculation (ωB97M-V/def2-TZVPD) of 2 unconnected molecules or ions with the total composition C4H12.

```
16
Properties=species:S:1:pos:R:3:mulliken_charge:R:1
C -1.108 0.105 1.404 -0.86
C -0.273 1.376 1.693 -0.83
C 1.022 -0.093 -1.817 -0.81
C 0.385 -1.401 -1.274 -0.37
H 1.133 -2.198 -1.200 0.29
H -0.124 -1.271 -0.334 -0.12
H -0.397 1.669 2.738 0.32
H -1.559 0.431 0.457 0.23
H -0.629 -0.865 1.407 0.24
H 1.968 0.270 -1.429 0.28
H -1.983 -0.103 2.031 0.37
H 1.127 -0.061 -2.903 0.33
H 0.235 0.620 -1.528 0.18
H 0.774 1.150 1.490 0.24
H -0.606 2.212 1.086 0.27
H -0.295 -1.735 -2.059 0.24
```

Properties
HOMO-LUMO gap ... 12.4901 eV
E_HOMO ... -11.3 eV
LUMO energy ... 1.18 eV



It is A that is the most stable of them.



## A
The following is a DFT calculation (ωB97M-V/def2-TZVPD) of a molecular structure, C5H11O3.

```
19
Properties=species:S:1:pos:R:3:mulliken_charge:R:1
O 2.033 -1.884 -0.453 -0.58
O 0.785 -1.616 1.416 -0.75
O -0.573 2.434 -2.247 -1.02
C 0.741 -1.278 0.186 1.53
C -0.405 -1.344 -0.742 -1.04
C -1.134 0.538 1.592 -1.18
C 0.732 0.217 -0.126 -1.29
C -0.344 1.133 0.402 -0.19
H -0.919 -2.274 -0.841 0.29
H -0.405 0.288 2.361 0.27
H -0.472 -0.797 -1.630 0.37
H -0.562 1.916 -3.038 0.12
H 1.749 0.483 0.336 0.30
H 1.018 0.420 -1.106 0.50
H -1.859 1.193 1.989 0.47
H 0.034 2.178 0.582 0.43
H -1.605 -0.454 1.279 0.19
H 2.360 -2.336 0.369 0.31
H -1.173 1.183 -0.329 0.27
```

Properties
HOMO-LUMO gap ... 3.5796 eV
E_HOMO ... -3.0 eV
Net charge ... -1
LUMO energy ... 0.61 eV



## B
The following is a DFT calculation (ωB97M-V/def2-TZVPD) of 2 unconnected molecules or ions with the total composition C5H11O3.

```
19
Properties=species:S:1:pos:R:3:mulliken_charge:R:1
O -1.342 -0.994 0.457 -0.78
O -1.120 -1.114 2.983 -0.65
O 0.490 -2.270 0.787 -0.73
C 1.096 1.819 -1.025 -0.38
C 0.488 -0.669 -1.014 -0.56
C 0.588 3.229 -1.366 -1.28
C -0.003 0.754 -1.338 -0.50
C -0.138 -1.342 0.260 0.51
H 1.470 1.890 -0.008 0.31
H -0.812 1.009 -0.623 0.34
H -1.138 -1.698 2.183 0.38
H -0.201 0.676 -2.403 0.31
H 1.282 3.999 -1.055 0.36
H 1.592 -0.821 -0.753 0.20
H -0.746 -0.273 2.699 0.27
H 1.867 1.516 -1.739 0.26
H -0.335 3.508 -0.848 0.33
H 0.241 -1.241 -1.926 0.27
H 0.354 3.368 -2.405 0.33
```

Properties
HOMO-LUMO gap ... 7.9717 eV
E_HOMO ... -4.4 eV
Net charge ... -1
LUMO energy ... 3.62 eV



## C
The following is a DFT calculation (ωB97M-V/def2-TZVPD) of 2 unconnected molecules or ions with the total composition C5H11O3.

```
19
Properties=species:S:1:pos:R:3:mulliken_charge:R:1
O -2.192 -0.296 -1.709 -0.74
O 1.881 -0.362 1.289 -0.59
O -0.306 -0.313 -0.446 -0.68
C -0.201 2.244 -2.039 -1.03
C -1.285 1.835 -1.028 -0.36
C 1.703 -1.726 1.608 -0.15
C -1.303 0.201 -0.995 0.32
C 0.233 -2.026 1.848 -0.91
H -1.151 1.988 0.052 0.28
H 0.491 1.407 -2.128 0.29
H -2.289 2.113 -1.346 0.25
H 2.181 -2.397 0.904 0.22
H -0.126 -2.559 2.741 0.33
H -0.733 2.285 -2.980 0.31
H 1.281 -0.079 0.582 0.45
H -0.255 -2.660 1.093 0.27
H 0.236 3.218 -1.864 0.28
H -0.314 -1.098 1.814 0.23
H 2.148 -1.775 2.604 0.24
```

Properties
HOMO-LUMO gap ... 8.0376 eV
E_HOMO ... -4.0 eV
Net charge ... -1
LUMO energy ... 4.00 eV



It is B that is the most stable of them.